A cluster of 13 separate species, C48H94N2O11S2 in total, computed with ωB97M-V with the def2-TZVPD basis set.

Geometry as ORCA input:
```
! wB97M-V def2-TZVPD RIJCOSX def2/J DEFGRID3
* xyz 0 1
H -0.7498 2.1300 -3.7602
C 0.9215 -4.7867 1.9762
C -6.6416 1.1639 -1.3786
H 2.3371 -3.3394 -0.4396
H -3.9841 1.5726 -2.8591
H 3.9320 -0.0270 0.4345
C 4.4253 4.8090 1.1895
C 3.2818 -0.4445 4.7995
H -7.5373 3.1323 -1.6650
H 1.9970 -4.6688 1.8129
H -0.0339 2.9280 -1.5202
H -5.9797 3.1674 -0.8422
H 1.6744 0.5442 3.5980
C 0.7276 -4.8466 4.3344
C 2.7201 4.9537 -0.3773
H 1.9798 -1.9676 -2.5200
H -1.8870 -0.8038 3.1097
H -1.8625 0.9161 0.8044
C 6.0096 0.3790 1.1461
H 3.1987 1.8526 -2.6593
C -1.0310 4.8536 -1.7211
O -0.9987 -1.1215 -1.9634
H -5.2505 0.8225 -3.9373
C -3.1804 4.0075 4.0093
H 0.6139 -3.1354 -2.5450
H 0.4909 0.0332 1.0311
C -5.0431 1.3968 -3.0154
O -5.4297 0.5950 -1.8590
H 4.3650 -2.3202 4.8817
H 4.2499 -2.8276 -3.6055
H -7.0199 -3.8008 0.7585
C -0.1391 3.6948 -2.2848
C -1.6052 -1.0431 5.3723
H -0.7982 -3.4006 2.2403
H 5.5774 1.0140 1.9285
C 3.5888 5.8369 0.4184
C -4.7375 -2.4786 2.5003
C 4.1947 0.2934 -3.7363
H -2.0922 -2.0317 -3.3998
O -2.3273 3.2638 -2.9804
H 4.4780 -3.5125 -1.4208
H 0.8475 0.4985 -3.7468
H -2.4318 4.7383 4.3181
C -1.9913 -3.2200 -5.1178
H 4.0071 -4.5305 -4.0632
H 2.6873 0.2830 -2.2167
C -2.9823 -3.7628 -5.9261
H 1.7329 5.2744 -0.6917
H 0.7288 0.7861 -0.5828
H -2.8774 -4.3039 -6.8577
H -3.0930 5.1475 -2.4503
C -6.3029 -3.0165 1.0104
C -5.8421 2.7172 -2.9703
H -4.8479 -4.1160 -0.0839
C 5.9769 1.6858 -0.7976
H 5.3552 4.6024 0.6558
H -4.1906 4.3676 4.2168
H 0.5037 -5.1310 1.0329
H 1.7369 1.7440 -4.6802
C -4.2180 2.5771 2.0288
H -4.5918 -2.1927 -3.4730
H -3.4839 -1.6499 0.9392
H 1.3555 -6.5378 3.1507
C 1.8361 0.8068 -4.1254
H -0.8195 5.7711 -2.2717
C 0.5688 -0.1469 -0.0488
H 1.8248 -4.7807 -1.3228
C 3.4201 -1.9203 4.5103
C -3.9431 -2.6134 1.1776
C -3.9423 -2.7138 -4.1730
C 4.9593 -0.2007 0.1043
O -1.6156 2.8961 2.2474
H -5.1009 -2.4727 -0.6955
H -3.0598 0.2837 -0.4111
H 1.3585 -0.8963 -0.1751
H -2.9812 3.9220 -1.1538
H 2.0216 -0.2391 -6.0459
H -7.4410 0.7495 -2.0125
H -1.1727 1.5603 3.4839
H -6.9059 0.8604 -0.3567
C 6.9394 1.1948 0.2558
C 2.3568 -3.8390 -1.4096
H -4.1207 -2.8576 3.3204
O 3.6369 3.6149 1.3840
N -1.1720 0.8428 4.2071
O 2.7426 -0.8295 2.4878
H -1.8317 -2.0167 5.7762
H -0.4666 2.0303 5.7932
O -5.9009 -3.2174 2.3743
H 4.6030 -0.5183 -3.0812
C -4.2176 -3.5505 -5.2372
H 5.0562 0.9541 -3.8582
H 3.3379 -2.7922 2.4984
H -5.1740 3.0215 2.3119
H 0.7718 -2.6203 2.0347
H -5.0178 -1.4457 2.7484
O 3.7762 -0.0695 -5.0581
H 3.2618 4.6453 -1.2733
O 2.2879 -3.5918 -3.6767
H 4.7893 5.1348 2.1823
H -1.6862 1.2946 -0.9484
H -0.3642 -6.2013 3.0144
C -1.1299 -0.0684 6.2338
C -0.9802 3.1630 -3.4704
H 2.1812 -1.3077 -4.5937
C -1.6004 -0.4505 4.1035
H -0.9610 -0.2136 7.2923
H -6.6956 -1.9857 0.9282
C -2.0138 0.5470 -0.2111
H -0.9511 5.0652 -0.6529
O 0.4316 -3.4983 3.9020
S -0.9839 -0.8497 -0.4598
H -4.0077 1.6848 2.6238
N -2.5751 -2.5857 -4.0997
C -5.0220 -3.0843 0.2092
C -0.8664 1.0719 5.5016
H 4.2757 -0.0328 4.9883
H 2.5652 -2.5338 4.8152
H -6.5715 2.6620 -3.7823
H 5.1155 -1.2649 -0.1307
H -3.0298 3.0768 4.5663
H 4.2904 6.4756 -0.1228
S -2.9048 3.7156 2.2996
H -5.2024 -3.9052 -5.5184
H 5.3299 2.4616 -0.3591
H -0.9131 -3.1128 -5.1491
H 6.5180 -0.4333 1.6820
H -5.1935 3.5878 -3.0604
H 2.2875 2.8029 0.0308
H -3.1021 -3.2986 1.3160
C 2.9607 0.8797 -3.0918
C 3.6641 -3.7391 -3.3999
H 0.8766 3.9441 -2.6071
H 3.0055 6.5511 1.0152
H 4.0152 -5.2202 -1.7827
C 2.4764 3.7353 0.5751
H 4.6502 -1.5597 2.8143
H 7.7640 0.6123 -0.1626
C -2.4844 4.3424 -2.0399
H 1.7294 -4.9212 4.7965
C 1.6978 -3.0315 -2.5423
H 7.3925 2.0122 0.8140
H 3.3321 1.0663 3.1847
C 0.6137 -5.7182 3.1191
C 3.6078 -1.8586 2.9844
H 0.0070 -5.1417 5.1156
H 2.6568 -0.2070 5.6674
C 2.3750 -0.3075 -5.0255
H -0.8991 3.8902 -4.3011
C 0.2763 -3.4941 2.4814
O 5.1131 0.5908 -1.0886
C -6.5571 2.6463 -1.6207
H 1.6069 3.9081 1.2196
C 2.7127 0.2146 3.5051
H 6.4625 2.0915 -1.6976
C 3.7470 -4.1584 -1.9074
H -4.2228 2.3690 0.9652
*
```

**DFT total energy**: -3618.61617 Ha

***

A cluster of 12 separate species, C48H96O12 in total, computed with ωB97M-V with the def2-TZVPD basis set.

Geometry as ORCA input:
```
! wB97M-V def2-TZVPD RIJCOSX def2/J DEFGRID3
* xyz 0 1
H -2.3452 -5.2326 3.7240
H -0.1872 -0.4335 3.9835
H 3.9519 5.3333 2.3231
O 2.3692 4.4197 1.3608
C 3.2228 2.2305 1.6105
H 3.8230 -2.1113 2.9403
C 2.7117 -4.4377 4.0352
H 0.6513 -2.3578 0.5822
H -4.8579 -0.1163 -6.0140
H 2.7956 -5.3522 4.6224
C 0.0953 -1.4219 0.6394
H -1.2770 -0.3693 -0.6023
H 5.2296 2.4781 -4.1248
C -2.4310 2.7109 1.6881
C 3.2879 3.4783 -4.1736
C 3.1339 -3.9994 1.7866
C 2.1409 3.0952 0.9863
O -1.7362 1.8692 3.6626
O 1.0685 -1.5171 5.1155
C -0.9172 4.2017 -1.2099
H -3.1355 -6.3412 -0.2058
H -0.7282 -1.7324 1.2825
H 1.7874 -2.5067 6.8754
H 0.6606 0.5566 1.5329
H -3.7113 5.6563 -1.2271
H -0.9900 3.6919 3.0018
C 5.5917 -2.2122 -1.2686
H 5.7860 0.6789 -2.7048
C 0.3754 -0.2856 4.9053
O -0.0819 3.4341 -5.6314
C 3.8144 4.6063 1.5226
H 1.1548 2.7267 1.2690
H 0.1390 -2.8486 6.4137
H -4.8854 -1.8700 4.2116
C -3.2874 1.4683 2.0235
O 5.1434 3.9912 -2.7038
H -4.8030 -4.4583 5.0175
H -4.7730 -2.8408 -4.5993
H -1.4611 -0.6851 6.0692
C -3.5777 -5.4126 -0.5668
H -1.2197 0.6299 -6.0152
C -3.4437 -1.2877 -3.8878
H -2.2617 -4.3570 5.2199
H -3.1696 0.2018 3.7999
C -0.4979 -0.1910 6.1962
H -1.8975 2.5041 -7.3338
H 2.1377 3.2017 -0.0984
H -3.3015 -4.9918 -3.8817
O 2.4865 -4.9049 2.7541
H 3.7863 -4.4319 1.0281
H -4.3228 -5.0683 0.1503
C -2.2819 4.1849 -1.8299
H -0.2463 4.3841 -2.0493
H 1.3446 -0.8637 -1.9966
H -5.3287 1.1814 -4.9438
C -4.1407 -5.6005 -1.9297
H -1.8634 4.4608 -5.0891
O -2.8704 -2.0988 4.1395
H -0.0044 5.9332 -0.0829
C 4.0874 -3.1251 2.6398
C 4.0944 3.6255 -1.7979
C -2.4778 0.7324 3.1457
H 4.3807 2.9488 -0.9928
H 7.2998 -1.2217 -1.9719
O -3.8128 0.0511 -4.2027
H -2.9337 -1.3886 -2.9298
C 2.9500 3.1692 -2.6649
C -0.3929 -0.9966 -0.7163
C -1.3515 1.5267 -5.4099
H 4.1842 4.9219 0.5470
C -4.7749 -2.0085 -3.8954
H -5.0500 -2.3104 -2.8848
C -2.2005 -3.2064 3.4922
C -2.4598 -4.3835 -0.8276
C 5.4848 0.1067 -1.8273
H 2.0208 3.6541 -2.3657
H -3.0836 3.4128 1.1688
C 0.9038 -2.0720 6.4081
H 2.9252 4.4844 -4.3841
H -3.2710 0.8901 1.0996
C 1.0828 -0.3471 1.0932
C 0.8134 -0.1831 -1.3313
H 3.3153 -2.2903 -1.8198
H 3.3658 1.4657 0.8472
H 1.8681 -0.6710 1.7762
O -2.3600 -4.2596 -2.2592
H -2.8772 3.4347 -1.3094
H -0.7186 -1.7918 -1.3869
C 4.1019 -3.8109 3.9972
H 4.9293 -4.5151 4.0844
H -2.8532 -1.7187 -4.6964
C -4.1130 -2.4798 4.6805
H -0.1589 2.1550 -3.9004
C 0.4058 -0.8738 7.2265
C -0.9537 5.4417 -0.2961
H -2.7761 -3.4083 -0.4572
H -6.6348 -1.1768 -4.8797
C 4.8173 3.4831 -4.0350
H 6.8423 -0.6348 -0.3545
H 3.7797 -1.2788 -0.4358
H -1.4046 5.2052 0.6676
H 0.5203 0.7879 -1.7305
H 5.2964 4.1056 -4.7907
H 5.1127 -3.1003 2.2707
H -1.9028 -0.0752 2.6924
C -1.9181 3.1218 3.0413
H -2.4316 -3.2315 2.4273
H -0.0599 -1.0924 8.1875
H -2.6885 3.7008 3.5508
H -1.7217 2.4075 0.9181
H 5.2143 2.8407 1.2347
H 5.7803 -2.7900 -0.3638
C -2.7473 -4.3631 4.2441
H 1.2029 -0.2014 7.5440
H 1.9561 -3.7524 4.4194
H 2.4716 -3.2003 1.4534
O 1.6694 0.0420 -0.1661
C -1.4329 3.8479 -5.8811
H 2.7277 2.1130 -2.5127
C -4.9914 0.1451 -4.9642
C -4.1868 -3.9825 4.2547
H 5.2500 0.9047 -1.1228
H -4.6742 -6.5440 -2.0453
H 2.8210 1.7329 2.4931
H -4.3197 1.6305 2.3336
C -2.7318 5.6076 -1.7030
H 4.1737 -2.9713 4.6885
H -1.1269 -3.1862 3.6798
C -2.9703 -5.3156 -2.8950
C -2.0790 2.5595 -6.2604
H 2.9829 2.7086 -4.8826
H -2.7932 5.9190 -2.7457
C 4.1356 -1.7428 -1.3557
H 0.7389 1.4994 -5.3669
H -6.2722 -0.5118 -3.3292
O 4.3051 -0.6052 -2.1993
H -4.5879 -4.1057 3.2486
H -1.2277 4.5306 -6.7057
H -4.9476 -4.8813 -2.0705
H 0.9974 0.6037 4.8030
C 6.4637 -1.0086 -1.3058
H -3.1537 2.6236 -6.0897
C 4.4046 3.2012 1.8692
H -4.1447 -2.4643 5.7699
C -5.8029 -0.8737 -4.2439
H -2.2591 3.7455 -2.8272
H -2.2374 -6.1023 -3.0740
H 5.7677 -2.8287 -2.1501
O -1.8176 6.3091 -0.9376
H -0.8508 0.8335 6.3141
H -0.4480 3.3782 -0.6716
H -1.5476 -4.6545 -0.2962
C -0.0460 2.1520 -4.9846
H 3.6980 4.5248 -1.3264
H -1.9145 1.3003 -4.5044
H 4.6949 3.1801 2.9196
*
```

**ΔE to the lowest compared entry with this formula, charge and spin**: 120.7 kcal/mol
**DFT total energy**: -2789.02269 Ha